A molecular structure, C50H32CrN6 in a non-equilibrium geometry, computed with ωB97M-V with the def2-TZVPD basis set.

Results
* E_tot: -3297.4544 Ha
* gap between HOMO and LUMO (spin up / spin down): 5.4223 / 5.2603 eV
* net charge: +1
* ⟨S²⟩: 3.788
* E_HOMO (spin up / spin down): -9.47 / -9.49 eV
* multiplicity: 4

```
89
Properties=species:S:1:pos:R:3:forces:R:3
Cr -0.306 0.851 1.144 0.05 0.10 0.20
C 6.355 -2.636 1.907 0.01 0.00 -0.01
C 6.102 -1.622 2.818 0.06 -0.01 0.05
C 4.908 -0.925 2.768 -0.05 -0.02 -0.04
C 3.955 -1.244 1.808 0.10 -0.06 -0.07
C 4.202 -2.273 0.907 0.03 0.09 0.06
C 5.403 -2.960 0.955 0.05 -0.10 -0.09
C 2.669 -0.510 1.734 -0.15 0.17 0.01
C 2.645 0.749 1.139 0.05 -0.41 0.15
C 3.788 1.477 0.700 -0.13 0.36 -0.05
C 3.381 2.763 0.503 0.26 -0.44 0.12
C 1.978 2.803 0.759 -0.34 0.54 -0.24
N 1.534 1.554 1.078 0.22 0.08 0.06
C 1.134 3.911 0.511 -0.18 -0.85 -0.20
C -0.140 3.619 -0.038 0.49 0.14 0.04
C -0.805 4.354 -1.065 -0.40 -0.18 -0.08
C -1.993 3.727 -1.300 0.43 0.09 0.05
C -2.063 2.629 -0.392 -0.44 -0.20 -0.06
C -3.225 1.931 -0.059 0.26 0.01 0.07
C -4.487 2.491 -0.587 -0.18 0.06 -0.06
C -5.360 1.765 -1.387 0.18 0.03 -0.01
C -6.509 2.363 -1.876 -0.19 -0.05 0.00
C -6.811 3.673 -1.543 0.01 -0.03 -0.05
C -5.960 4.392 -0.719 -0.09 0.07 0.02
C -4.799 3.808 -0.252 -0.05 -0.13 0.03
C -3.272 0.933 0.917 -0.08 0.20 -0.25
N -2.169 0.418 1.546 -0.46 0.05 0.26
C -2.632 -0.417 2.523 0.13 -0.35 0.10
C -1.831 -1.226 3.334 0.13 0.03 -0.15
C -2.504 -1.951 4.433 -0.03 -0.03 0.25
C -2.906 -1.187 5.522 0.03 -0.11 0.02
C -3.520 -1.783 6.606 -0.08 0.02 0.07
C -3.761 -3.147 6.603 0.02 -0.02 0.07
C -3.374 -3.913 5.516 0.00 -0.07 0.00
C -2.736 -3.320 4.437 0.01 0.05 -0.09
C -0.449 -1.338 3.193 -0.54 -0.03 0.02
C 0.390 -2.294 3.848 0.28 0.12 -0.19
C 1.635 -2.144 3.324 -0.29 -0.03 0.06
C 1.572 -1.064 2.392 0.27 0.06 -0.15
N 0.295 -0.583 2.326 0.15 -0.25 0.37
C -4.063 -0.433 2.511 0.02 0.19 -0.25
C -4.459 0.387 1.500 0.20 -0.15 0.21
N -0.868 2.510 0.275 -0.17 0.45 0.03
C 1.548 5.284 0.757 0.24 0.66 0.06
C 2.782 5.596 1.355 -0.10 -0.12 -0.08
C 3.171 6.906 1.557 0.09 0.12 -0.01
C 2.334 7.957 1.218 -0.08 -0.12 0.00
C 1.063 7.667 0.749 0.09 0.16 -0.05
C 0.670 6.361 0.542 0.02 -0.20 0.00
H 7.289 -3.176 1.936 0.07 -0.03 0.03
H 6.834 -1.373 3.571 0.08 0.01 0.05
H 4.702 -0.143 3.486 0.00 0.10 0.03
H 3.454 -2.521 0.166 -0.03 -0.03 -0.05
H 5.599 -3.749 0.245 0.01 -0.07 -0.05
H 4.769 1.068 0.568 0.21 -0.08 -0.02
H 3.964 3.574 0.116 0.14 0.17 0.00
H -0.390 5.178 -1.612 0.04 0.19 0.00
H -2.732 3.979 -2.036 -0.14 0.06 -0.07
H -5.120 0.747 -1.655 0.01 -0.12 0.00
H -7.178 1.795 -2.507 -0.02 0.01 -0.06
H -7.705 4.135 -1.930 -0.14 0.05 -0.02
H -6.203 5.403 -0.429 -0.02 0.09 -0.04
H -4.132 4.365 0.392 0.03 0.03 0.04
H -2.711 -0.126 5.520 0.00 0.17 0.02
H -3.809 -1.178 7.451 -0.05 0.04 0.12
H -4.237 -3.606 7.456 -0.08 -0.08 0.04
H -3.568 -4.976 5.502 0.01 -0.06 0.03
H -2.426 -3.924 3.596 0.02 -0.03 -0.09
H 0.073 -2.994 4.595 -0.10 -0.10 0.16
H 2.529 -2.679 3.576 0.18 -0.17 0.04
H -4.676 -1.005 3.179 -0.10 -0.09 0.10
H -5.461 0.608 1.191 -0.17 0.09 -0.05
H 3.434 4.814 1.706 0.03 -0.02 -0.03
H 4.137 7.112 1.991 0.10 -0.02 0.08
H 2.646 8.981 1.362 0.02 0.04 0.04
H 0.370 8.468 0.544 -0.11 0.08 0.01
H -0.349 6.177 0.248 -0.01 0.05 -0.03
N 0.761 0.502 -5.048 0.12 0.21 -0.45
C 0.468 0.007 -4.060 0.07 0.10 -0.09
C 0.106 -0.595 -2.826 -0.19 -0.50 0.49
C -0.174 -1.962 -2.744 -0.08 0.43 0.45
C -0.556 -2.458 -1.506 0.05 0.12 -0.19
C -0.627 -1.604 -0.422 -0.07 -0.01 0.22
N -0.320 -0.294 -0.489 0.14 -0.67 -0.96
C 0.031 0.194 -1.685 0.06 0.16 0.05
H -0.110 -2.589 -3.620 0.01 -0.06 -0.06
H -0.806 -3.499 -1.371 -0.01 -0.03 0.00
H -0.948 -1.983 0.540 0.07 0.12 0.04
H 0.261 1.251 -1.743 0.00 -0.01 0.06
```
Positions in Å, forces in eV/Å.

Löwdin analysis output, partial charges in e: 0.98 -0.07 -0.07 -0.03 -0.23 -0.02 -0.07 -0.06 -0.21 0.04 0.01 -0.21 0.01 -0.02 -0.21 0.00 0.02 -0.23 -0.05 -0.21 -0.03 -0.07 -0.07 -0.06 -0.03 -0.21 0.01 -0.22 -0.07 -0.22 -0.03 -0.06 -0.07 -0.07 -0.03 -0.22 0.04 0.04 -0.22 0.00 0.04 0.04 0.00 -0.14 -0.02 -0.06 -0.06 -0.06 -0.03 0.11 0.11 0.13 0.12 0.11 0.12 0.12 0.12 0.13 0.12 0.11 0.11 0.11 0.13 0.12 0.11 0.11 0.11 0.12 0.12 0.12 0.12 0.12 0.10 0.11 0.11 0.11 0.10 0.20 -0.17 -0.18 0.04 0.00 -0.06 0.00 -0.01 0.14 0.12 0.12 0.14